This record from the OMol25 dataset describes an isolated molecule of C20H19N5O4S at a distorted geometry. The level of theory is ωB97M-V with the def2-TZVPD basis set.

Geometry (Å):
1 C -5.78 -2.60 0.68
2 C -4.53 -1.71 0.37
3 C -4.42 -0.25 0.33
4 C -3.15 -0.14 0.05
5 N -2.54 -1.43 -0.21
6 O -3.53 -2.33 0.17
7 N -2.62 0.95 0.12
8 C -3.12 2.33 -0.10
9 O -4.34 2.53 0.09
10 C -2.09 3.44 -0.10
11 H -2.73 4.54 -0.49
12 H -1.85 3.82 0.79
13 S -0.66 3.00 -1.25
14 C 0.48 2.88 0.16
15 N 0.25 2.92 1.28
16 N 1.31 2.48 2.15
17 C 2.27 1.96 1.17
18 N 1.67 2.25 -0.05
19 C 2.30 1.99 -1.48
20 C 1.64 0.57 -1.63
21 C 2.09 -0.48 -2.63
22 C 1.07 -1.44 -2.30
23 C 0.22 -0.98 -1.55
24 O 0.43 0.20 -1.00
25 H -0.68 -1.37 -1.46
26 H 1.32 -2.46 -2.95
27 H 3.05 -0.65 -3.12
28 H 1.91 2.78 -2.19
29 H 3.21 1.82 -1.29
30 C 3.63 1.56 1.48
31 O 4.00 0.62 0.56
32 C 3.28 -0.70 0.60
33 C 2.21 -0.84 1.52
34 C 1.54 -2.25 1.47
35 C 2.03 -3.22 0.73
36 C 3.24 -2.75 0.00
37 C 3.85 -1.72 -0.21
38 H 4.70 -1.53 -0.37
39 H 3.59 -3.72 -0.62
40 H 1.45 -3.99 0.82
41 H 0.75 -2.34 2.25
42 H 1.63 -0.02 2.35
43 H 3.54 1.31 2.51
44 H 4.29 2.24 1.23
45 H -1.64 1.05 -0.29
46 H -5.17 0.34 0.50
47 H -5.90 -3.35 -0.23
48 H -6.60 -2.17 0.82
49 H -5.61 -3.15 1.35

SMILES: Cc1cc(NC(=O)CSc2nnc(COc3ccccc3)n2Cc2ccco2)no1
Energy in eV: -47504.288
Kohn-Sham gap in eV: 8.804
Highest occupied orbital energy in eV: -8.35
2S+1: 1